C4H8O in the gas phase, computed with the ωB97M-V functional and the def2-TZVPD basis.

Calculated values
* Kohn-Sham gap: 11.06 eV
* SMILES: C=CCOC

Last column: natural (NBO) charge in e.
Element x y z (Å)
C 1.573 -0.746 0.045  -0.25
C 0.255 1.025 0.152  -0.12
C -0.881 0.216 -0.553  -0.22
C -1.967 -0.216 0.129  -0.40
H 0.841 -1.318 -0.560  0.17
H 2.553 -1.084 -0.224  0.19
H 1.244 -0.951 1.076  0.16
H 0.240 2.067 -0.173  0.20
H 0.244 1.012 1.303  0.18
H -0.755 0.033 -1.637  0.21
H -2.867 -0.525 -0.493  0.21
H -2.045 -0.111 1.195  0.20
O 1.565 0.598 -0.261  -0.52

C4H8O in the gas phase, computed with the ωB97M-V functional and the def2-TZVPD basis.

Calculated values
* Kohn-Sham gap: 10.23 eV
* SMILES: CC1(C)CO1

Last column: natural (NBO) charge in e.
Element x y z (Å)
C -1.400 -0.714 0.190  -0.64
C -0.024 0.008 0.199  0.18
C 1.482 -0.584 -0.066  -0.58
C -0.115 1.469 0.085  -0.12
O 0.231 0.769 -1.062  -0.52
H -2.026 -0.643 1.100  0.22
H -1.999 -0.262 -0.618  0.23
H -1.284 -1.775 -0.029  0.21
H 1.417 -1.633 0.148  0.19
H 2.193 -0.046 0.561  0.21
H 1.923 -0.513 -1.106  0.23
H -1.083 1.904 -0.150  0.19
H 0.600 2.129 0.567  0.18

C4H8O2 in the gas phase, computed with the ωB97M-V functional and the def2-TZVPD basis.

Calculated values
* Kohn-Sham gap: 10.82 eV
* SMILES: O=CCCCO

Last column: natural (NBO) charge in e.
Element x y z (Å)
O 0.014 -0.622 2.042  -0.71
C -0.527 -1.186 0.872  -0.09
C -0.948 -0.057 -0.052  -0.37
C 0.344 1.137 -0.299  -0.59
C 1.146 0.450 -1.355  0.41
O 0.667 -0.491 -1.942  -0.53
H 0.535 0.119 1.703  0.46
H -1.378 -1.818 1.169  0.19
H 0.189 -1.858 0.365  0.16
H -1.757 0.537 0.360  0.20
H -1.345 -0.529 -0.984  0.25
H -0.260 1.958 -0.683  0.25
H 1.071 1.722 0.368  0.24
H 2.195 0.729 -1.579  0.12

2 unconnected molecules or ions with the total composition C4H8O2, computed with the ωB97M-V functional and the def2-TZVPD basis.

Calculated values
* Kohn-Sham gap: 9.94 eV
* SMILES: C=CO.CC=O

Last column: natural (NBO) charge in e.
Element x y z (Å)
C -0.120 -0.200 1.850  -0.58
C 0.111 -1.331 1.179  0.17
O -0.667 -1.904 0.236  -0.69
C -0.666 1.112 -1.017  0.47
O -1.679 0.452 -0.905  -0.57
C 0.639 0.607 -1.556  -0.73
H 0.606 0.153 2.573  0.21
H -1.033 0.375 1.723  0.20
H -0.671 2.175 -0.701  0.11
H 1.010 -1.920 1.344  0.18
H -1.342 -1.268 -0.062  0.50
H 0.938 1.221 -2.414  0.24
H 0.559 -0.444 -1.839  0.24
H 1.407 0.725 -0.783  0.25

C4H8O2 in the gas phase, computed with the ωB97M-V functional and the def2-TZVPD basis.

Calculated values
* Kohn-Sham gap: 11.08 eV
* SMILES: O[C@H]1CCCO1

Last column: natural (NBO) charge in e.
Element x y z (Å)
O -0.392 0.828 -1.047  -0.53
C -0.265 1.338 0.286  -0.07
C 0.141 0.160 1.179  -0.44
C -0.367 -1.028 0.358  -0.44
C -0.076 -0.540 -1.053  0.36
O 1.297 -0.740 -1.299  -0.74
H 1.547 -0.102 -1.982  0.48
H -1.243 1.731 0.586  0.17
H 0.454 2.163 0.287  0.18
H -0.319 0.230 2.169  0.22
H 1.225 0.094 1.301  0.22
H 0.130 -1.977 0.571  0.23
H -1.449 -1.149 0.486  0.21
H -0.682 -1.007 -1.841  0.15

C4H8O2 in the gas phase, computed with the ωB97M-V functional and the def2-TZVPD basis.

Calculated values
* Kohn-Sham gap: 10.08 eV
* SMILES: CCOCC=O

Last column: natural (NBO) charge in e.
Element x y z (Å)
C -2.139 -0.364 -0.553  -0.62
C -0.643 -0.382 -0.349  -0.07
O -0.304 0.653 0.549  -0.50
C 1.038 0.911 0.637  -0.09
C 2.149 -0.042 0.702  0.32
O 3.286 0.334 0.908  -0.57
H -2.461 0.605 -0.947  0.22
H -2.653 -0.531 0.396  0.22
H -2.431 -1.151 -1.254  0.22
H -0.305 -1.339 0.068  0.17
H -0.105 -0.208 -1.299  0.17
H 1.153 1.796 1.287  0.23
H 1.554 0.773 -0.504  0.19
H 1.861 -1.053 0.360  0.12

C4H8O2 in the gas phase, computed with the ωB97M-V functional and the def2-TZVPD basis.

Calculated values
* Kohn-Sham gap: 10.38 eV
* SMILES: O[C@H]1CC[C@@H]1O

Last column: natural (NBO) charge in e.
Element x y z (Å)
C 0.655 -0.571 0.222  0.10
C 0.687 1.007 0.044  -0.45
C -0.821 1.047 -0.205  -0.45
C -0.785 -0.521 -0.500  0.10
H 2.621 -0.893 -0.026  0.47
H 0.438 -0.894 1.353  0.13
H 1.315 1.336 -0.798  0.22
H 0.983 1.590 1.025  0.20
H -1.190 1.682 -1.007  0.22
H -1.426 1.115 0.740  0.20
H -0.857 -0.809 -1.615  0.19
H -1.662 -1.318 1.063  0.45
O 1.670 -1.322 -0.319  -0.70
O -1.631 -1.449 0.024  -0.69

C4H8O2 in the gas phase, computed with the ωB97M-V functional and the def2-TZVPD basis.

Calculated values
* Kohn-Sham gap: 10.88 eV
* SMILES: CC(=O)CCO

Last column: natural (NBO) charge in e.
Element x y z (Å)
C -0.206 -1.734 1.010  -0.72
C 0.138 -0.341 0.585  0.58
O 0.889 0.343 1.260  -0.61
C -0.552 0.182 -0.597  -0.50
C 0.029 1.541 -1.016  -0.08
O 1.424 1.358 -1.035  -0.73
H -0.632 -1.740 2.007  0.24
H -0.844 -2.327 0.353  0.22
H 0.775 -2.186 1.065  0.25
H -0.623 -0.513 -1.462  0.25
H -1.404 0.131 0.220  0.25
H -0.270 2.301 -0.280  0.17
H -0.295 1.872 -2.011  0.19
H 1.572 1.113 -0.099  0.48

2 unconnected molecules or ions with the total composition C4H8O2, computed with the ωB97M-V functional and the def2-TZVPD basis.

Calculated values
* Kohn-Sham gap: 10.70 eV
* SMILES: CC(=O)[C@H]1CO1.[H][H]

Last column: natural (NBO) charge in e.
Element x y z (Å)
C 1.546 -0.670 0.611  -0.73
C 0.850 0.263 -0.354  0.58
O 1.337 1.314 -0.703  -0.52
C -0.442 -0.243 -0.968  -0.06
C -1.754 -0.295 -0.316  -0.10
O -1.442 0.694 -1.288  -0.46
H 2.257 -1.270 0.033  0.25
H 2.115 -0.089 1.340  0.25
H 0.855 -1.348 1.120  0.22
H -0.487 1.629 1.402  -0.04
H -0.231 1.988 0.804  0.04
H -0.241 -0.987 -1.743  0.20
H -1.896 0.070 0.701  0.19
H -2.467 -1.055 -0.639  0.19

C4H8O2 in the gas phase, computed with the ωB97M-V functional and the def2-TZVPD basis.

Calculated values
* Kohn-Sham gap: 10.79 eV
* SMILES: CC(=O)CCO

Last column: natural (NBO) charge in e.
Element x y z (Å)
C -0.304 -0.262 -2.038  -0.72
C -0.502 -0.379 -0.553  0.61
O -1.596 -0.623 -0.072  -0.57
C 0.723 -0.130 0.318  -0.55
C 0.345 0.655 1.572  -0.05
O -0.553 -0.053 2.383  -0.73
H -0.001 0.768 -2.262  0.24
H 0.519 -0.917 -2.342  0.23
H -1.215 -0.507 -2.586  0.24
H 1.159 -1.091 0.625  0.24
H 1.494 0.410 -0.246  0.22
H -0.060 1.634 1.263  0.15
H 1.255 0.841 2.153  0.18
H -1.264 -0.346 1.786  0.49

C4H8O2 in the gas phase, computed with the ωB97M-V functional and the def2-TZVPD basis.

Calculated values
* Kohn-Sham gap: 9.79 eV
* SMILES: C/C(O)=C\CO

Last column: natural (NBO) charge in e.
Element x y z (Å)
C -1.312 -0.732 0.869  -0.67
C -0.787 -0.237 -0.444  0.36
O -1.542 -0.732 -1.467  -0.68
C 0.249 0.588 -0.653  -0.37
C 1.289 0.964 0.357  -0.09
O 2.468 0.188 0.166  -0.72
H -2.333 -0.361 1.009  0.23
H -1.360 -1.826 0.870  0.23
H -0.705 -0.398 1.712  0.22
H 2.165 -0.698 -0.070  0.46
H -1.101 -0.514 -2.300  0.48
H 0.456 0.901 -1.678  0.20
H 0.912 0.847 1.382  0.16
H 1.598 2.009 0.245  0.18

C4H8O2 in the gas phase, computed with the ωB97M-V functional and the def2-TZVPD basis.

Calculated values
* Kohn-Sham gap: 11.35 eV
* SMILES: C[C@@H](O)[C@H]1CO1

Last column: natural (NBO) charge in e.
Element x y z (Å)
C 1.401 -0.568 0.856  -0.62
C 0.497 0.458 0.208  0.07
O 1.325 1.404 -0.443  -0.71
C -0.520 -0.097 -0.747  0.02
C -1.862 -0.450 -0.301  -0.11
O -1.634 0.804 -0.908  -0.50
H 2.018 -1.077 0.109  0.21
H 2.067 -0.059 1.558  0.22
H 0.813 -1.316 1.395  0.21
H -0.135 0.945 0.971  0.16
H 0.743 2.027 -0.899  0.47
H -0.149 -0.516 -1.681  0.19
H -2.099 -0.411 0.759  0.18
H -2.468 -1.144 -0.878  0.19